Record 1
This record from the Open Molecules 2025 dataset describes a 2-piece molecular cluster, C2H3NO2 overall at a distorted geometry. The level of theory is ωB97M-V/def2-TZVPD.

Element x y z (Å)
C -1.767 -0.066 1.825
C 1.247 -0.168 -0.451
N -2.180 0.221 0.806
O 2.326 0.275 -0.928
O 0.268 -0.031 -1.304
H -1.557 -0.407 2.838
H 2.174 0.618 -1.804
H -0.511 -0.442 -0.981

Properties
Energy above the lowest of the compared OMol25 structures with the same formula, charge and spin = 2.733 eV

Charges in e, computed with Mulliken, in the same order as the atoms: 0.15 -0.17 -0.40 -0.15 -0.35 0.26 0.27 0.39


Record 2
This record from the Open Molecules 2025 dataset describes a 2-piece molecular cluster, C3H14N2O overall at a distorted geometry. The level of theory is ωB97M-V/def2-TZVPD.

Element x y z (Å)
C -0.724 -0.956 -0.970
C 0.442 0.028 -0.623
C 0.959 0.100 0.989
N 1.570 -1.212 1.624
N -1.443 -0.619 -2.217
H -0.250 -1.973 -1.204
H -1.499 -0.997 -0.092
H 1.251 -0.311 -1.257
H 0.205 1.096 -0.806
H 0.021 0.304 1.578
H 1.729 0.869 1.211
H 1.860 -1.980 0.926
H 0.995 -1.755 2.204
H 2.455 -1.138 2.084
H -2.227 -1.282 -2.276
H -1.853 0.310 -2.224
H -0.763 -0.612 -3.022
H -0.475 3.889 1.840
H -1.547 3.288 0.866
O -0.705 2.953 1.368

Properties
Charge = +2
Energy above the lowest of the compared OMol25 structures with the same formula, charge and spin = 1.707 eV

These are the Mulliken partial charges, in e, on atoms 1 to 8: -0.59 -0.75 -0.62 -0.34 -0.25 0.32 0.37 0.44


Record-wise frontier orbital gap values, in Eh: 0.370 0.389